No. 1
The following is a DFT calculation (ωB97M-V/def2-TZVPD) of a single C4H7N3O molecule in a non-equilibrium geometry.

Last column: Mulliken charge in e.
CARTESIAN COORDINATES (ANGSTROEM)
1 C -0.305 -1.222 -1.412  -1.202
2 C 1.825 0.332 -0.399  0.371
3 C 0.205 -0.554 -0.166  0.927
4 N -0.903 1.990 0.940  -0.252
5 C -0.179 -0.898 1.091  -1.035
6 N 0.672 0.905 -0.383  0.011
7 N 0.358 2.055 0.598  -0.465
8 O 2.993 0.270 -0.416  -0.415
9 H -1.613 1.751 0.246  0.236
10 H -1.135 1.682 1.892  0.254
11 H -1.165 -0.675 -1.808  0.232
12 H -0.612 -2.245 -1.197  0.376
13 H 0.453 -1.252 -2.196  0.331
14 H -0.774 -1.783 1.256  0.288
15 H 0.179 -0.355 1.954  0.342

Its energy relative to the best compared isomer or geometry (same formula, charge and spin) is 619.6 kJ/mol. The orbital gap (alpha / beta) is 7.75 / 6.78 eV. The calculation puts the HOMO energy (alpha / beta) at -0.293 / -0.260 hartree. The value obtained for the largest force on an atom is 1.08 eV/Å. Its total energy is -395.9124 a.u. For the LUMO energy (alpha / beta), the calculation gives -0.2238 / -0.2891 eV. As for the total charge: 0.

No. 2
The following is a DFT calculation (ωB97M-V/def2-TZVPD) of 2 unconnected molecules or ions with the total composition C3H4N2O2S in a non-equilibrium geometry.

Last column: Mulliken charge in e.
CARTESIAN COORDINATES (ANGSTROEM)
1 C -0.030 0.448 -1.534  0.071
2 C -1.033 -0.334 0.695  0.257
3 C 0.339 -0.717 1.262  0.068
4 H 2.507 1.199 0.149  0.424
5 H -0.335 -0.156 -2.582  0.241
6 H -1.955 -0.196 -0.990  0.257
7 H 0.301 0.063 2.272  0.273
8 N 1.244 0.905 -1.394  -0.276
9 N -1.046 0.063 -0.589  -0.186
10 O 1.226 1.499 -0.129  -0.439
11 O 1.028 -1.930 1.143  -0.496
12 S -2.248 -0.844 1.698  -0.194

Its energy relative to the best compared isomer or geometry (same formula, charge and spin) is 791.3 kJ/mol. The orbital gap is 8.49 eV. The calculation puts the HOMO energy at -0.347 hartree. The value obtained for the largest force on an atom is 9.60 eV/Å. Its total energy is -774.6254 a.u. For the LUMO energy, the calculation gives -0.9568 eV. As for the total charge: 0.

No. 3
The following is a DFT calculation (ωB97M-V/def2-TZVPD) of 7 unconnected molecules or ions with the total composition C7H28N14O7 in a non-equilibrium geometry.

Last column: Mulliken charge in e.
CARTESIAN COORDINATES (ANGSTROEM)
1 N 1.908 -2.793 -1.000  -0.241
2 C 2.867 -3.180 -1.744  0.448
3 N 2.414 -3.514 -2.881  -0.290
4 O 4.028 -3.282 -1.375  -0.739
5 H 2.352 -2.806 -0.093  0.214
6 H 1.186 -2.175 -1.343  0.269
7 H 1.442 -3.410 -3.135  0.246
8 H 3.051 -3.908 -3.559  0.187
9 N -1.090 -5.272 0.416  -0.379
10 C -1.567 -4.439 1.222  0.769
11 N -1.085 -4.548 2.403  -0.428
12 O -2.450 -3.633 0.958  -0.702
13 H -0.279 -5.825 0.655  0.164
14 H -1.304 -5.243 -0.571  0.212
15 H -0.329 -5.138 2.720  0.163
16 H -1.430 -3.813 3.003  0.248
17 N -0.062 6.204 -0.753  -0.380
18 C -0.617 5.070 -0.462  0.822
19 N -0.514 4.766 0.748  -0.195
20 O -1.312 4.446 -1.214  -0.703
21 H 0.427 6.620 0.027  0.102
22 H -0.116 6.661 -1.653  0.216
23 H -1.082 4.124 1.282  0.129
24 H 0.183 5.324 1.220  0.074
25 N 2.184 0.765 -1.106  -0.254
26 C 2.135 1.720 -1.972  0.460
27 N 1.328 1.340 -2.987  -0.343
28 O 2.613 2.824 -1.814  -0.693
29 H 1.665 -0.081 -1.291  0.220
30 H 2.435 0.979 -0.152  0.217
31 H 0.772 0.510 -2.839  0.193
32 H 1.129 2.075 -3.650  0.196
33 N -1.383 2.036 5.201  -0.381
34 C -1.160 3.202 4.670  0.612
35 N -1.028 4.106 5.532  -0.419
36 O -0.935 3.421 3.499  -0.658
37 H -1.525 1.977 6.199  0.154
38 H -1.643 1.327 4.531  0.236
39 H -1.460 4.132 6.445  0.174
40 H -0.455 4.899 5.282  0.214
41 N -1.546 -2.658 -2.969  -0.440
42 C -0.431 -1.947 -3.071  0.499
43 N 0.073 -2.114 -4.229  -0.367
44 O 0.113 -1.240 -2.176  -0.510
45 H -1.985 -2.883 -3.850  0.154
46 H -2.089 -2.655 -2.118  0.228
47 H 0.887 -1.740 -4.695  0.219
48 H -0.713 -2.462 -4.759  0.106
49 N -0.820 -0.634 0.332  -0.080
50 C -0.639 0.108 1.421  0.612
51 N -0.519 1.329 1.137  -0.118
52 O -0.691 -0.300 2.576  -0.732
53 H -0.936 -1.626 0.483  -0.019
54 H -0.940 -0.206 -0.575  0.083
55 H -0.808 1.594 0.206  0.108
56 H -0.250 1.966 1.873  0.124

Its energy relative to the best compared isomer or geometry (same formula, charge and spin) is 532.9 kJ/mol. As for the SMILES: NC(N)=O.NC(N)=O.NC(N)=O.NC(N)=O.NC(N)=O.NC(N)=O.NC(N)=O. The orbital gap is 8.82 eV. The calculation puts the HOMO energy at -0.331 hartree. The value obtained for the largest force on an atom is 8.32 eV/Å. Its total energy is -1576.9017 a.u. For the LUMO energy, the calculation gives -0.1783 eV. As for the total charge: 0.

No. 4
The following is a DFT calculation (ωB97M-V/def2-TZVPD) of a single C3H3N3O2 molecule in a non-equilibrium geometry.

Last column: Mulliken charge in e.
CARTESIAN COORDINATES (ANGSTROEM)
1 N -0.323 -3.048 0.138  -0.402
2 C -0.002 -1.865 0.332  -0.029
3 C -0.209 -0.431 0.357  0.460
4 O -0.852 -0.159 -0.791  -0.140
5 N -1.183 1.222 -0.688  -0.440
6 C -0.083 1.917 -0.288  -0.130
7 N 1.091 1.475 0.371  -0.181
8 O 1.277 0.122 0.541  -0.304
9 H -0.640 0.145 1.172  0.390
10 H -0.110 2.907 -0.467  0.484
11 H 2.016 1.970 0.143  0.293

Its energy relative to the best compared isomer or geometry (same formula, charge and spin) is 727.3 kJ/mol. As for the SMILES: N#C[C@@H]1ON=CNO1. The orbital gap is 9.68 eV. The calculation puts the HOMO energy at -0.346 hartree. The value obtained for the largest force on an atom is 9.63 eV/Å. Its total energy is -430.6440 a.u. For the LUMO energy, the calculation gives 0.2800 eV. As for the total charge: 0.

No. 5
The following is a DFT calculation (ωB97M-V/def2-TZVPD) of a molecular structure, C4H3CaO2 in a non-equilibrium geometry.

Last column: Mulliken charge in e.
CARTESIAN COORDINATES (ANGSTROEM)
1 O 0.288 -0.019 2.542  -0.581
2 C 0.614 0.550 1.384  -0.455
3 C -0.158 0.439 0.235  -0.218
4 C 0.427 -0.092 -0.942  -0.337
5 C -0.195 -0.076 -2.201  0.081
6 O -1.311 0.428 -2.516  -0.569
7 H -1.226 0.201 0.416  0.293
8 H 0.328 -0.664 -2.993  0.328
9 Ca 0.898 -2.161 1.757  1.097
10 H 0.335 1.394 2.320  0.360

The orbital gap (alpha / beta) is 4.26 / 4.19 eV. As for the multiplicity: 2. The calculation puts the HOMO energy (alpha / beta) at -0.240 / -0.239 hartree. The value obtained for the largest force on an atom is 6.39 eV/Å. Its total energy is -981.9600 a.u. For the LUMO energy (alpha / beta), the calculation gives -2.2807 / -2.3091 eV. As for the total charge: 0.

No. 6
The following is a DFT calculation (ωB97M-V/def2-TZVPD) of a molecular structure, C23H15F3NO3S in a non-equilibrium geometry.

Last column: Mulliken charge in e.
CARTESIAN COORDINATES (ANGSTROEM)
1 C -4.785 -0.739 5.446  -0.416
2 C -4.151 0.492 5.688  -1.014
3 C -3.014 0.848 4.976  -0.559
4 C -2.461 -0.057 4.051  -0.336
5 C -1.157 0.352 3.367  2.315
6 C -0.038 0.975 4.245  0.313
7 C 1.015 0.060 4.751  0.371
8 C 2.173 0.696 5.181  -0.687
9 C 3.215 -0.066 5.692  -0.432
10 C 3.107 -1.455 5.800  -0.488
11 C 1.914 -2.084 5.408  -0.671
12 C 0.832 -1.342 4.919  -0.138
13 O -0.168 2.161 4.586  -0.652
14 C -3.111 -1.285 3.775  0.045
15 C -4.271 -1.605 4.472  -0.806
16 H -5.660 -1.035 6.022  0.357
17 H -4.525 1.171 6.453  0.348
18 H -2.471 1.780 5.104  0.463
19 H -0.694 -0.531 2.828  -0.733
20 H 2.215 1.780 5.139  0.422
21 H 4.121 0.466 6.006  0.334
22 H 3.941 -2.028 6.192  0.389
23 H 1.817 -3.176 5.492  0.366
24 H -0.140 -1.798 4.715  0.409
25 H -2.679 -1.920 3.012  0.255
26 H -4.758 -2.563 4.256  0.371
27 F -0.794 3.805 0.859  -0.224
28 C -0.719 2.487 0.571  0.474
29 F -1.408 2.272 -0.566  -0.217
30 F 0.582 2.219 0.301  -0.178
31 S -1.849 1.870 2.636  0.067
32 N -0.534 -0.133 0.407  -0.068
33 C 0.556 -0.727 0.952  -0.431
34 O 1.566 -0.229 1.496  -0.695
35 C 0.409 -2.209 0.884  1.103
36 C -0.886 -2.438 0.486  0.489
37 C -1.434 -3.727 0.523  -0.777
38 C -0.565 -4.764 0.895  -0.450
39 C 0.786 -4.504 1.301  -0.553
40 C 1.287 -3.197 1.345  -0.526
41 C -1.513 -1.066 0.408  0.172
42 O -2.744 -0.909 0.346  -0.709
43 H -2.496 -3.811 0.254  0.464
44 H -0.909 -5.793 0.906  0.386
45 H 1.419 -5.349 1.587  0.371
46 H 2.278 -2.843 1.649  0.480

Its energy relative to the best compared isomer or geometry (same formula, charge and spin) is 0.0 kJ/mol. The orbital gap is 7.59 eV. The calculation puts the HOMO energy at -0.189 hartree. The value obtained for the largest force on an atom is 5.05 eV/Å. Its total energy is -1863.7059 a.u. For the LUMO energy, the calculation gives 2.4407 eV. As for the total charge: -1.

- The lowest total charge belongs to which entry?
  C23H15F3NO3S

Repeat the fourth record exactly.
The following is a DFT calculation (ωB97M-V/def2-TZVPD) of a single C3H3N3O2 molecule in a non-equilibrium geometry.

Last column: Mulliken charge in e.
CARTESIAN COORDINATES (ANGSTROEM)
1 N -0.323 -3.048 0.138  -0.402
2 C -0.002 -1.865 0.332  -0.029
3 C -0.209 -0.431 0.357  0.460
4 O -0.852 -0.159 -0.791  -0.140
5 N -1.183 1.222 -0.688  -0.440
6 C -0.083 1.917 -0.288  -0.130
7 N 1.091 1.475 0.371  -0.181
8 O 1.277 0.122 0.541  -0.304
9 H -0.640 0.145 1.172  0.390
10 H -0.110 2.907 -0.467  0.484
11 H 2.016 1.970 0.143  0.293

Its energy relative to the best compared isomer or geometry (same formula, charge and spin) is 727.3 kJ/mol. As for the SMILES: N#C[C@@H]1ON=CNO1. The orbital gap is 9.68 eV. The calculation puts the HOMO energy at -0.346 hartree. The value obtained for the largest force on an atom is 9.63 eV/Å. Its total energy is -430.6440 a.u. For the LUMO energy, the calculation gives 0.2800 eV. As for the total charge: 0.